Record 1
The following is a quantum chemistry calculation of a molecular structure, C5H9Br2ClO3P, from the Open Molecules 2025 dataset.

Each line ends with the Löwdin charge.
Cartesian coordinates (Å):
C (-1.341, 0.803, -0.942)  -0.06
C (-0.058, 0.000, -0.672)  -0.25
C (0.290, -0.113, 0.812)  -0.24
C (1.620, -0.894, 1.105)  -0.23
C (-0.438, 1.876, 3.143)  -1.40
O (3.128, 0.839, 2.523)  -0.31
O (2.951, -0.689, 4.650)  -0.30
O (1.797, -1.282, 2.477)  -0.21
P (2.504, -0.173, 3.382)  0.13
Cl (0.668, 0.861, 4.149)  0.58
Br (-0.616, 3.631, 4.166)  0.29
Br (-2.320, 1.176, 3.283)  0.32
H (-1.043, 1.737, -0.992)  0.02
H (-1.695, 0.528, -1.881)  0.05
H (-1.995, 0.554, -0.096)  0.08
H (-0.041, -1.066, -0.918)  0.11
H (0.854, 0.379, -0.996)  0.08
H (0.425, 0.794, 1.236)  0.02
H (-0.639, -0.651, 1.283)  0.13
H (1.535, -1.753, 0.562)  0.08
H (2.341, -0.231, 0.578)  0.13

As for the total charge: -1. Its spin multiplicity is 1.

=====

Record 2
The following is a quantum chemistry calculation of a molecular structure, C21H16F4N7O3Sn, from the Open Molecules 2025 dataset.

Each line ends with the Löwdin charge.
Cartesian coordinates (Å):
Sn (0.234, -1.224, 0.266)  1.34
C (-0.331, 2.045, 4.946)  -0.01
N (0.293, 0.927, 4.242)  -0.11
C (1.365, 0.208, 4.929)  0.01
C (-0.048, 0.608, 3.006)  -0.39
O (0.487, -0.330, 2.382)  -0.16
C (-1.155, 1.409, 2.343)  -0.09
O (-1.223, 0.981, 1.008)  -0.23
C (-2.472, 0.992, 0.362)  -0.11
C (-2.816, -0.431, -0.075)  -0.39
O (-1.999, -1.356, 0.163)  -0.20
N (-3.951, -0.652, -0.705)  -0.11
C (-4.267, -1.972, -1.250)  0.01
C (-4.887, 0.409, -1.066)  0.00
H (0.036, 2.046, 5.968)  0.10
H (-0.069, 3.000, 4.491)  0.10
H (-1.414, 1.938, 4.980)  0.10
H (2.219, 0.869, 5.071)  0.11
H (1.005, -0.126, 5.901)  0.10
H (1.661, -0.648, 4.335)  0.09
H (-2.096, 1.241, 2.879)  0.15
H (-0.928, 2.477, 2.386)  0.13
H (-3.251, 1.396, 1.011)  0.14
H (-2.397, 1.621, -0.529)  0.13
H (-3.483, -2.673, -0.990)  0.09
H (-5.217, -2.311, -0.839)  0.10
H (-4.353, -1.896, -2.333)  0.11
H (-4.787, 1.271, -0.415)  0.09
H (-4.729, 0.715, -2.100)  0.11
H (-5.900, 0.026, -0.960)  0.10
N (-0.232, 1.166, -2.140)  0.04
C (-0.039, 0.337, -1.360)  -0.40
F (1.416, 2.511, 0.601)  0.12
C (1.464, 3.429, -0.364)  -0.14
C (0.550, 4.402, -0.371)  -0.13
F (-0.412, 4.376, 0.546)  0.12
C (0.573, 5.506, -1.315)  0.00
C (1.716, 5.486, -2.214)  -0.13
C (2.632, 4.507, -2.207)  -0.13
F (3.623, 4.538, -3.082)  0.16
C (2.546, 3.357, -1.327)  -0.01
C (3.393, 2.297, -1.405)  -0.11
C (3.097, 1.057, -0.750)  -0.14
N (2.763, 0.044, -0.323)  0.17
C (4.561, 2.229, -2.232)  -0.16
N (5.534, 2.112, -2.829)  0.22
F (1.828, 6.466, -3.092)  0.16
C (-0.378, 6.474, -1.340)  -0.11
C (-0.371, 7.586, -2.246)  -0.16
N (-0.448, 8.482, -2.959)  0.23
C (-1.521, 6.480, -0.472)  -0.16
N (-2.431, 6.520, 0.227)  0.21

As for the total charge: +1. Its spin multiplicity is 1.

=====

Record 3
The following is a quantum chemistry calculation of a single C5H6BO2P molecule, from the Open Molecules 2025 dataset.

Each line ends with the Löwdin charge.
Cartesian coordinates (Å):
B (-1.421, 0.502, 0.052)  -0.83
C (1.726, -0.864, -0.071)  -0.16
C (0.536, -1.500, -0.494)  -0.18
C (-0.525, 1.708, -0.157)  -0.26
C (2.053, 0.436, 0.275)  -0.38
C (-0.707, -1.551, -0.010)  0.07
O (-0.959, -0.379, 1.073)  0.04
O (-2.728, 0.304, -0.263)  0.17
P (1.133, 1.942, 0.277)  0.95
H (2.537, -1.446, -0.260)  0.06
H (0.649, -2.369, -1.148)  0.11
H (-1.002, 2.604, -0.583)  0.03
H (3.115, 0.527, 0.705)  0.07
H (-1.612, -0.501, 1.786)  0.18
H (-2.797, 0.587, -1.182)  0.12

Its spin multiplicity is 1.

=====

Record 4
The following is a quantum chemistry calculation of 2 unconnected molecules or ions with the total composition C23H26F3IN2OS, from the Open Molecules 2025 dataset.

Each line ends with the Löwdin charge.
Cartesian coordinates (Å):
C (1.589, -2.213, 0.897)  -0.03
C (0.477, -1.366, 1.437)  -0.15
C (0.964, -0.131, 1.854)  -0.13
N (2.320, -0.042, 1.519)  -0.04
C (2.719, -1.164, 0.733)  -0.63
N (4.069, -1.367, 1.178)  -0.16
C (4.910, -2.456, 0.701)  -0.03
C (4.522, -0.181, 1.718)  -0.07
C (3.436, 0.627, 1.967)  -0.04
C (0.183, 0.839, 2.495)  -0.21
C (0.749, 2.152, 2.917)  -0.09
C (-1.166, 0.509, 2.682)  0.01
C (-1.687, -0.717, 2.247)  -0.25
C (-3.145, -0.998, 2.440)  -0.05
C (-0.858, -1.671, 1.631)  0.03
H (1.369, -2.677, -0.070)  0.11
H (4.076, -0.815, -1.104)  0.05
H (1.920, -2.999, 1.591)  0.14
H (4.315, -3.084, 0.033)  0.09
H (5.789, -2.069, 0.167)  0.09
H (5.238, -3.056, 1.559)  0.10
H (5.550, -0.048, 2.036)  0.12
H (3.383, 1.563, 2.502)  0.11
H (-0.016, 2.729, 3.451)  0.09
H (1.615, 2.018, 3.578)  0.07
H (1.062, 2.760, 2.052)  -0.01
H (-1.827, 1.232, 3.166)  0.12
H (-3.332, -2.077, 2.413)  0.08
H (-3.496, -0.602, 3.401)  0.08
H (-3.748, -0.532, 1.648)  0.07
H (-1.259, -2.641, 1.332)  0.13
C (-2.548, -0.627, -4.240)  -0.07
C (-1.563, 0.846, -2.649)  -0.41
C (-0.527, 1.500, -3.438)  -0.12
C (-2.406, 1.437, -1.651)  -0.23
C (-1.942, 2.291, -0.599)  -0.58
I (0.046, 2.993, -0.504)  1.05
C (-2.791, 2.656, 0.445)  -0.20
C (-4.099, 2.164, 0.500)  -0.14
C (-4.585, 1.387, -0.556)  -0.12
C (-3.773, 1.061, -1.627)  -0.04
O (-1.860, -0.428, -2.976)  -0.16
S (2.729, -0.498, -0.900)  1.22
C (2.403, -1.460, -2.441)  -0.75
F (3.085, -0.792, -3.414)  0.08
F (2.858, -2.745, -2.405)  0.09
F (1.093, -1.477, -2.765)  0.11
H (-2.964, 0.301, -4.662)  0.10
H (-1.826, -1.068, -4.933)  0.08
H (-3.349, -1.335, -4.017)  0.08
H (-0.957, 2.079, -4.276)  0.08
H (0.037, 2.194, -2.791)  -0.07
H (0.176, 0.750, -3.830)  0.07
H (-2.433, 3.325, 1.223)  0.08
H (-4.738, 2.405, 1.351)  0.09
H (-5.616, 1.032, -0.552)  0.10
H (-4.169, 0.487, -2.465)  0.10

Its spin multiplicity is 1.

=====

Record 5
The following is a quantum chemistry calculation of a molecular structure, C34H66F3O32Rb, from the Open Molecules 2025 dataset.

Each line ends with the Löwdin charge.
Cartesian coordinates (Å):
Rb (14.136, 0.952, 29.435)  0.90
C (15.803, -2.135, 27.784)  -0.55
O (14.597, -1.804, 28.506)  -0.20
O (16.567, -1.099, 27.760)  -0.15
C (16.476, -3.321, 28.553)  -0.53
F (15.940, -4.528, 28.223)  0.10
F (17.789, -3.377, 28.422)  0.15
F (16.273, -3.177, 29.897)  0.11
C (13.529, -2.732, 28.486)  -0.26
C (12.226, -1.985, 28.182)  -0.05
H (12.326, -1.740, 27.119)  0.05
H (11.357, -2.580, 28.461)  0.07
H (12.129, -0.970, 28.589)  0.04
H (13.458, -3.179, 29.487)  0.10
H (13.641, -3.574, 27.800)  0.10
H (15.539, -2.509, 26.764)  0.14
C (9.798, -5.789, 29.294)  -0.03
O (10.584, -5.768, 28.112)  -0.01
C (11.618, -6.600, 28.037)  -0.61
O (11.857, -7.520, 28.778)  0.14
O (12.314, -6.297, 26.948)  -0.01
C (13.711, -6.622, 26.841)  0.01
H (9.107, -6.637, 29.269)  0.10
H (9.187, -4.894, 29.345)  0.09
H (10.407, -5.922, 30.186)  0.07
H (14.228, -6.416, 27.771)  0.06
H (14.079, -5.999, 26.033)  0.08
H (13.797, -7.675, 26.578)  0.11
C (14.275, -6.781, 30.491)  -0.06
O (15.427, -6.554, 31.282)  0.02
C (16.012, -7.622, 31.809)  -0.62
O (15.764, -8.763, 31.536)  0.14
O (16.991, -7.208, 32.606)  0.00
C (17.912, -8.166, 33.063)  -0.05
H (14.471, -7.414, 29.626)  0.09
H (13.952, -5.817, 30.106)  0.09
H (13.462, -7.238, 31.048)  0.08
H (17.496, -8.801, 33.845)  0.10
H (18.814, -7.684, 33.430)  0.09
H (18.226, -8.809, 32.238)  0.10
C (9.089, -3.231, 25.997)  -0.08
O (8.946, -3.729, 24.701)  0.03
C (7.880, -3.318, 24.010)  -0.63
O (7.082, -2.510, 24.395)  0.13
O (7.885, -3.928, 22.843)  0.01
C (6.693, -3.831, 22.059)  -0.03
H (8.169, -3.374, 26.577)  0.10
H (9.307, -2.167, 26.125)  0.10
H (9.825, -3.729, 26.627)  0.07
H (6.455, -2.796, 21.827)  0.10
H (5.885, -4.313, 22.608)  0.10
H (6.903, -4.394, 21.156)  0.09
C (20.201, -5.173, 27.264)  -0.05
O (20.655, -5.484, 25.946)  0.01
C (20.042, -4.880, 24.934)  -0.61
O (19.103, -4.140, 25.031)  0.13
O (20.694, -5.172, 23.804)  0.01
C (19.993, -4.800, 22.624)  -0.04
H (20.204, -4.089, 27.407)  0.10
H (21.043, -5.447, 27.902)  0.10
H (19.264, -5.647, 27.528)  0.10
H (19.062, -5.358, 22.519)  0.10
H (20.655, -4.929, 21.777)  0.09
H (19.670, -3.757, 22.658)  0.07
C (13.156, -1.454, 31.978)  -0.03
O (13.260, -2.863, 31.859)  0.00
C (12.212, -3.607, 32.200)  -0.60
O (11.071, -3.226, 32.282)  0.12
O (12.661, -4.854, 32.243)  0.01
C (11.726, -5.839, 32.713)  -0.02
H (12.948, -1.164, 33.005)  0.12
H (12.339, -1.150, 31.313)  0.07
H (14.045, -0.989, 31.576)  0.07
H (12.140, -6.264, 33.627)  0.10
H (11.645, -6.649, 31.991)  0.08
H (10.755, -5.389, 32.897)  0.09
C (11.283, 3.299, 32.090)  -0.02
O (10.713, 2.036, 32.413)  0.02
C (10.637, 1.125, 31.458)  -0.63
O (11.191, 1.187, 30.382)  0.04
O (9.921, 0.117, 31.915)  0.03
C (9.379, -0.800, 30.974)  -0.02
H (10.882, 4.098, 32.695)  0.10
H (11.330, 3.486, 31.018)  0.09
H (12.352, 3.167, 32.321)  0.10
H (8.498, -0.336, 30.523)  0.11
H (9.059, -1.714, 31.461)  0.09
H (10.080, -1.078, 30.188)  0.08
C (13.689, -6.005, 21.189)  -0.06
O (12.833, -5.325, 22.077)  0.02
C (13.407, -4.825, 23.177)  -0.59
O (14.544, -4.951, 23.530)  0.13
O (12.448, -4.155, 23.823)  0.03
C (12.833, -3.494, 25.008)  -0.04
H (14.144, -5.333, 20.459)  0.10
H (13.220, -6.851, 20.692)  0.09
H (14.543, -6.473, 21.691)  0.09
H (13.656, -4.005, 25.515)  0.07
H (12.007, -3.574, 25.710)  0.08
H (13.172, -2.467, 24.873)  0.09
C (22.042, -3.420, 32.782)  -0.04
O (20.881, -4.096, 32.318)  -0.03
C (21.048, -5.388, 31.981)  -0.62
O (22.006, -6.046, 32.272)  0.13
O (20.012, -5.870, 31.314)  0.01
C (18.989, -5.011, 30.787)  -0.02
H (22.609, -4.052, 33.466)  0.09
H (21.796, -2.533, 33.360)  0.09
H (22.649, -3.163, 31.916)  0.10
H (18.130, -5.626, 30.541)  0.09
H (19.376, -4.467, 29.928)  0.08
H (18.680, -4.264, 31.515)  0.10
C (12.781, 4.107, 27.242)  -0.03
O (12.081, 3.268, 26.339)  0.02
C (12.676, 2.116, 26.046)  -0.61
O (13.683, 1.659, 26.532)  0.05
O (11.992, 1.549, 25.063)  0.03
C (12.545, 0.322, 24.576)  -0.02
H (13.746, 4.373, 26.806)  0.11
H (13.044, 3.542, 28.141)  0.06
H (12.183, 4.972, 27.492)  0.10
H (11.821, -0.131, 23.910)  0.10
H (12.810, -0.346, 25.394)  0.07
H (13.478, 0.516, 24.044)  0.11
C (16.993, -2.305, 23.829)  0.00
O (16.228, -1.708, 22.741)  0.00
C (16.614, -2.026, 21.514)  -0.63
O (17.374, -2.909, 21.201)  0.11
O (16.014, -1.196, 20.663)  -0.01
C (16.312, -1.355, 19.279)  -0.04
H (16.494, -3.209, 24.166)  0.08
H (16.947, -1.527, 24.588)  0.10
H (18.008, -2.444, 23.481)  0.07
H (16.064, -2.366, 18.952)  0.09
H (17.387, -1.239, 19.137)  0.10
H (15.733, -0.604, 18.758)  0.09

Its spin multiplicity is 1.

=====

Record 6
The following is a quantum chemistry calculation of a molecular structure, C4H11NO, from the Open Molecules 2025 dataset.

Each line ends with the Löwdin charge.
Cartesian coordinates (Å):
C (-0.347, 0.483, -0.363)  -0.11
C (0.429, -0.833, -1.516)  -0.20
C (0.699, 0.178, 0.535)  -0.07
C (-1.079, 0.429, 2.601)  -0.24
N (0.831, -0.196, -2.714)  -0.03
O (-0.233, 1.169, 1.773)  -0.29
H (1.820, -0.039, -2.838)  0.07
H (0.351, -0.434, -3.570)  0.07
H (-0.234, 1.409, -0.919)  0.10
H (-1.378, 0.187, -0.197)  0.10
H (-0.481, -1.421, -1.618)  0.09
H (1.187, -1.517, -1.141)  0.09
H (1.612, 0.751, 0.413)  0.12
H (0.801, -0.790, 1.017)  0.11
H (-1.887, 1.049, 3.021)  0.08
H (-0.519, -0.011, 3.441)  0.07
H (-1.571, -0.414, 2.075)  0.07

Its spin multiplicity is 1.

=====

Computed values of E_tot (unit: a.u.) for the preceding records, in sequence: -6371.2535 -2032.2916 -710.6797 -2071.9842 -4066.4988 -288.8415.
Computed values of energy relative to the best compared isomer or geometry (same formula, charge and spin) (unit: kcal/mol) for the preceding records, in sequence: 48.9 0.0 54.1 26.2 17.1 110.1.